The following is a quantum chemistry calculation of 6 unconnected molecules or ions with the total composition C18H42Cl3N3O14 at a distorted geometry, from the Open Molecules 2025 dataset.

Last column: Mulliken charge in e.
CARTESIAN COORDINATES (ANGSTROEM)
N  -1.3331  -10.6666  -22.3723  1.53
H  -0.5069  -11.2361  -22.2012  -0.21
H  -1.7676  -10.3927  -21.4801  0.14
H  -1.9793  -10.9541  -23.1166  -0.90
H  -0.8572  -9.8406  -22.7844  0.66
Cl  -4.9277  -9.9732  -20.1918  1.76
O  -3.7866  -10.8136  -20.5328  -0.70
O  -4.9050  -9.4872  -18.8489  -0.74
O  -4.9586  -8.8769  -21.1344  -0.81
O  -6.1217  -10.7958  -20.3838  -0.83
Cl  -1.0670  -7.6546  -20.0103  1.76
O  -2.1845  -7.2627  -19.1903  -0.67
O  0.1181  -6.9154  -19.6365  -0.72
O  -0.8466  -9.0863  -19.8588  -0.70
O  -1.3483  -7.3554  -21.3981  -0.64
Cl  1.2327  -7.9985  -24.3480  1.81
O  1.9299  -7.2964  -23.3024  -0.70
O  0.5515  -9.1378  -23.7618  -0.83
O  0.2686  -7.1247  -24.9708  -0.73
O  2.1628  -8.4769  -25.3508  -0.75
C  0.1104  -13.4438  -20.6016  -1.89
C  1.2757  -13.7875  -21.5433  1.38
C  1.0273  -15.2255  -22.0416  -1.09
C  1.7545  -15.5762  -23.3406  -0.65
C  1.5892  -14.4777  -24.3947  -1.39
C  1.9794  -13.0750  -23.9070  1.27
N  1.1816  -12.8588  -22.6879  1.22
O  1.4119  -11.5244  -22.2381  -0.76
C  3.5002  -12.9714  -23.7702  -1.78
C  1.5235  -12.0700  -24.9606  -1.46
C  2.5666  -13.7332  -20.7122  -1.73
H  0.0265  -14.1862  -19.8108  0.49
H  -0.7929  -13.3077  -21.1902  0.12
H  0.3449  -12.4824  -20.1354  0.47
H  1.3281  -15.9005  -21.2391  0.40
H  -0.0420  -15.3194  -22.2489  0.29
H  1.3052  -16.4883  -23.7453  0.43
H  2.8228  -15.7685  -23.2062  0.37
H  0.5741  -14.4511  -24.7930  0.29
H  2.2622  -14.7579  -25.2138  0.33
H  3.8215  -11.9903  -23.4194  0.36
H  3.9407  -13.7475  -23.1373  0.38
H  3.9955  -13.2033  -24.7163  0.48
H  0.5682  -12.3479  -25.4096  0.28
H  1.4048  -11.0579  -24.5699  0.17
H  2.2763  -12.0264  -25.7505  0.45
H  2.7959  -12.6815  -20.5266  0.33
H  3.4308  -14.1053  -21.2612  0.36
H  2.4451  -14.2652  -19.7735  0.48
H  2.3395  -11.4798  -21.9742  0.31
C  -2.6462  -13.7697  -23.4408  -1.80
C  -3.8668  -12.9083  -23.8247  1.66
C  -4.7819  -12.7375  -22.6366  -1.40
C  -5.9683  -11.7762  -22.8280  -1.07
C  -5.4474  -10.4319  -23.3163  -0.58
C  -4.4057  -10.4741  -24.4304  1.50
N  -3.4448  -11.5516  -24.1708  1.75
O  -2.3290  -11.5043  -25.0417  -0.36
C  -5.0807  -10.5455  -25.8050  -1.76
C  -3.6366  -9.1493  -24.3938  -2.17
C  -4.6248  -13.6061  -24.9826  -1.89
H  -2.8227  -14.2195  -22.4625  0.38
H  -2.5700  -14.6278  -24.1164  0.35
H  -1.7082  -13.2287  -23.5170  0.05
H  -5.1731  -13.7160  -22.3210  0.48
H  -4.2175  -12.4064  -21.7574  0.29
H  -6.6397  -12.3061  -23.5114  0.48
H  -6.4287  -11.6103  -21.8562  0.56
H  -5.2155  -9.7903  -22.4644  -0.24
H  -6.2752  -9.8459  -23.7519  0.43
H  -5.7757  -11.3859  -25.8935  0.34
H  -4.3361  -10.7873  -26.5743  0.26
H  -5.6012  -9.6252  -26.0519  0.48
H  -3.0595  -9.0139  -23.4773  0.34
H  -4.3438  -8.3135  -24.3716  0.49
H  -2.9881  -8.9759  -25.2525  0.45
H  -4.6181  -14.6917  -24.8447  0.54
H  -5.6725  -13.3209  -25.0194  0.32
H  -4.1462  -13.4367  -25.9525  0.26
H  -2.6218  -11.8973  -25.8765  0.25

Molar mass (Da): 630.90
Highest occupied orbital energy (Ha): -0.125
Total energy (Ha): -3308.45862
HOMO-LUMO gap (eV): 7.19
Net charge: -2
Relative energy (zero: lowest compared OMol25 entry of this formula, charge and spin) (kcal per mole): 27.5